--- a ---
{"formula": "H5N2OP", "method": "ωB97M-V/def2-TZVPD", "symbols": ["N", "N", "O", "P", "H", "H", "H", "H", "H"], "coordinates": [[0.0007, -0.7920, -1.9467], [0.0520, 1.8529, 0.6943], [-0.2840, -1.3717, -0.7558], [0.5465, -2.4165, 0.1231], [-0.0675, 2.1922, 1.6651], [-0.9081, -0.2728, -2.0312], [0.9950, 1.9943, 0.3400], [-0.1515, 0.8712, 0.6332], [-0.1832, -2.0577, 1.2779]], "lowdin_charge": [0.032, 0.006, -0.724, 0.790, 0.021, 0.063, 0.007, -0.041, -0.154], "homo_lumo_gap_ev": [8.8, 8.2], "charge": 0, "e_homo_ev": [-9.7342, -8.5238]}



--- b ---
{"formula": "H5N2OP", "method": "ωB97M-V/def2-TZVPD", "symbols": ["N", "N", "O", "P", "H", "H", "H", "H", "H"], "coordinates": [[-1.9530, 0.2034, -0.1311], [1.6288, 0.4477, -0.1591], [-0.7963, -0.4730, 0.5341], [0.4793, -1.0151, -0.2799], [-2.0821, -0.0006, -1.1160], [-1.9423, 1.2175, -0.1323], [1.2204, 1.0110, 0.6112], [2.6251, 0.4542, -0.2123], [0.8201, -1.8451, 0.8855]], "lowdin_charge": [-0.002, -0.246, -0.552, 0.751, 0.053, 0.064, 0.006, -0.014, -0.059], "smiles": "NOPN", "homo_lumo_gap_ev": 10.0, "charge": 0, "e_homo_ev": -8.9372}



Short version: b is the most stable of them.



--- a ---
{"formula": "C43H46N9O3SSiSn", "method": "ωB97M-V/def2-TZVPD", "symbols": ["Sn", "N", "C", "C", "C", "C", "C", "C", "C", "C", "C", "C", "C", "C", "N", "C", "C", "C", "C", "N", "H", "H", "H", "H", "H", "H", "H", "H", "H", "H", "C", "C", "C", "C", "O", "Si", "S", "O", "C", "C", "C", "C", "O", "C", "C", "C", "C", "H", "H", "H", "H", "H", "H", "H", "H", "H", "H", "H", "H", "H", "H", "H", "H", "H", "H", "H", "H", "H", "H", "H", "H", "H", "H", "H", "C", "C", "C", "C", "C", "C", "N", "N", "C", "C", "C", "C", "C", "N", "H", "H", "H", "H", "H", "H", "H", "H", "H", "N", "C", "C", "C", "N", "C", "N"], "coordinates": [[-0.4447, -8.6960, 20.4826], [2.2007, -12.5750, 29.4601], [1.5872, -11.8795, 28.7945], [1.0427, -11.0592, 27.7013], [-0.1222, -11.5549, 27.1108], [-0.4558, -11.0712, 25.8217], [0.3142, -10.0280, 25.2572], [1.3148, -9.4335, 25.9707], [1.7466, -10.0148, 27.1649], [0.1289, -9.6868, 23.8440], [-0.4112, -8.3698, 23.6029], [-0.7767, -7.4749, 24.6354], [-1.4047, -6.4007, 24.0782], [-1.4052, -6.6366, 22.6509], [-0.7805, -7.8274, 22.4143], [0.3115, -10.6483, 22.8353], [0.7299, -11.9784, 23.0624], [0.6304, -12.6894, 21.8294], [0.0995, -11.7493, 20.9164], [-0.0076, -10.5508, 21.4989], [-0.7942, -12.0837, 27.7273], [-1.4282, -11.3841, 25.4289], [1.8420, -8.6231, 25.5337], [2.6328, -9.6509, 27.6813], [-0.4846, -7.4853, 25.6841], [-1.8681, -5.5117, 24.4876], [-1.9662, -6.0977, 21.9688], [1.0570, -12.4604, 23.9617], [0.6901, -13.7539, 21.5906], [-0.0162, -11.9156, 19.8445], [3.2899, -5.0986, 16.9112], [3.0202, -6.6098, 17.2769], [4.0575, -7.0058, 18.3270], [3.0683, -7.5066, 16.0720], [1.7259, -6.7978, 17.8791], [0.6504, -5.7083, 18.3018], [-0.9110, -6.6700, 19.3349], [-0.1217, -4.9613, 17.1008], [-0.7473, -5.2241, 15.8089], [-2.2081, -5.6262, 16.0778], [-0.0195, -6.3298, 15.1051], [-0.6129, -3.9630, 14.8884], [1.5275, -4.6180, 19.2364], [1.2909, -3.4137, 19.9543], [1.0674, -2.2312, 18.9200], [0.0862, -3.6458, 20.8564], [2.5861, -3.1193, 20.7664], [3.9287, -5.0998, 16.0264], [3.8014, -4.5694, 17.7085], [2.3736, -4.6654, 16.5713], [5.0955, -6.9107, 17.9879], [3.9128, -8.1070, 18.5254], [3.9319, -6.5377, 19.3405], [4.1370, -7.6324, 15.8375], [2.5475, -7.0100, 15.3044], [2.5482, -8.4586, 16.2558], [-2.3459, -6.5921, 16.5971], [-2.7271, -5.7443, 15.1813], [-2.7132, -4.8895, 16.7586], [0.1574, -7.2057, 15.7774], [0.9178, -5.9983, 14.6706], [-0.5471, -6.6705, 14.2347], [-1.2856, -3.1579, 15.1304], [-0.7595, -4.2883, 13.8901], [0.4247, -3.6103, 15.0197], [0.1653, -2.3944, 18.3126], [1.8708, -2.2954, 18.2609], [1.0432, -1.2572, 19.4275], [-0.8071, -4.0621, 20.3456], [-0.1907, -2.6382, 21.3071], [0.3998, -4.3327, 21.6690], [3.3881, -2.5369, 20.1481], [3.0149, -4.0680, 21.1503], [2.3258, -2.4620, 21.6276], [4.0351, -6.5953, 24.0669], [3.0533, -6.0341, 23.2831], [2.3953, -6.8132, 22.3182], [2.6306, -8.1613, 22.1546], [3.5166, -8.7915, 23.0117], [4.1757, -8.0275, 23.9974], [1.9989, -8.6963, 21.0031], [2.6545, -9.5472, 20.3593], [1.9735, -9.9339, 19.1819], [2.7611, -10.7328, 18.3318], [2.2737, -11.1156, 17.1206], [1.0361, -10.5858, 16.7347], [0.2818, -9.8092, 17.6068], [0.7679, -9.5145, 18.8548], [4.6063, -5.9641, 24.7683], [2.8401, -4.9823, 23.4530], [1.6769, -6.2297, 21.7092], [3.6332, -9.8396, 23.0072], [4.7317, -8.5629, 24.7521], [3.8069, -11.0268, 18.5736], [2.7875, -11.8123, 16.4202], [0.5960, -10.8901, 15.7950], [-0.6852, -9.3506, 17.3251], [-2.3169, -9.5464, 19.9251], [-2.7613, -10.6418, 19.8906], [-3.1177, -11.9510, 19.8787], [-2.7057, -12.6878, 18.7332], [-2.4073, -13.0641, 17.6653], [-3.4392, -12.5386, 21.1333], [-3.6284, -12.8658, 22.1956]], "lowdin_charge": [0.996, 0.172, -0.161, -0.220, 0.010, 0.026, -0.208, -0.013, 0.002, -0.008, -0.256, -0.007, -0.021, -0.093, -0.082, -0.250, 0.033, -0.003, -0.138, -0.067, 0.114, 0.138, 0.104, 0.132, 0.128, 0.112, 0.072, 0.117, 0.115, 0.120, 0.001, -0.588, -0.024, -0.009, -0.159, -0.112, 0.500, -0.152, -0.576, -0.029, -0.044, 0.005, -0.160, -0.622, -0.005, -0.053, -0.024, 0.094, 0.087, 0.056, 0.096, 0.071, 0.099, 0.111, 0.047, 0.075, 0.070, 0.063, 0.110, 0.090, 0.081, 0.093, 0.083, 0.074, 0.094, 0.085, 0.051, 0.094, 0.058, 0.114, 0.071, 0.119, 0.061, 0.090, -0.038, -0.068, -0.021, -0.267, -0.013, -0.039, 0.040, 0.166, -0.339, 0.014, -0.022, -0.022, -0.063, -0.016, 0.122, 0.111, 0.106, 0.105, 0.106, 0.148, 0.146, 0.126, 0.135, 0.068, -0.148, -0.259, -0.216, 0.147, -0.227, 0.166], "homo_lumo_gap_ev": 6.1, "charge": 1, "e_homo_ev": -11.0121}



--- b ---
{"formula": "C43H46N9O3SSiSn", "method": "ωB97M-V/def2-TZVPD", "symbols": ["Sn", "N", "C", "C", "C", "C", "C", "C", "C", "C", "C", "C", "C", "C", "N", "C", "C", "C", "C", "N", "H", "H", "H", "H", "H", "H", "H", "H", "H", "H", "C", "C", "C", "C", "O", "Si", "S", "O", "C", "C", "C", "C", "O", "C", "C", "C", "C", "H", "H", "H", "H", "H", "H", "H", "H", "H", "H", "H", "H", "H", "H", "H", "H", "H", "H", "H", "H", "H", "H", "H", "H", "H", "H", "H", "C", "C", "C", "C", "C", "C", "N", "N", "C", "C", "C", "C", "C", "N", "H", "H", "H", "H", "H", "H", "H", "H", "H", "N", "C", "C", "C", "N", "C", "N"], "coordinates": [[-0.0446, 1.5695, -0.9641], [-4.3416, 5.5401, 7.3909], [-3.9101, 5.3856, 6.3479], [-3.4196, 4.8086, 5.1422], [-2.6568, 5.4844, 4.2429], [-2.3069, 4.8186, 3.0908], [-2.6030, 3.4648, 2.9723], [-3.4230, 2.7608, 3.8654], [-3.8794, 3.5057, 4.9051], [-1.9184, 2.8136, 1.7936], [-0.5992, 2.5347, 2.0628], [0.2095, 2.6468, 3.2938], [1.5274, 2.3320, 3.0010], [1.5701, 1.9631, 1.6460], [0.3203, 1.9816, 1.1220], [-2.6096, 2.5779, 0.5752], [-4.0473, 2.7177, 0.4918], [-4.4032, 2.4569, -0.8264], [-3.1553, 2.2961, -1.5094], [-2.1203, 2.3190, -0.6837], [-2.4391, 6.5352, 4.3357], [-1.6540, 5.2206, 2.3076], [-3.6093, 1.6921, 3.7820], [-4.4504, 2.9864, 5.6575], [-0.2329, 2.8467, 4.3140], [2.3851, 2.4194, 3.6315], [2.4187, 1.8649, 0.8843], [-4.6468, 2.9738, 1.3679], [-5.3770, 2.5494, -1.2932], [-3.1849, 1.9353, -2.5051], [1.3134, -4.5128, -1.0770], [0.2060, -3.5227, -1.2699], [-0.8334, -3.6797, -0.0983], [-0.6091, -3.5851, -2.6191], [0.7266, -2.0879, -1.3212], [2.1057, -1.4310, -0.7389], [2.2167, 0.6107, -1.3704], [3.4726, -1.9900, -1.4000], [4.3588, -2.1488, -2.5963], [5.6644, -1.6825, -2.1245], [3.7362, -1.4282, -3.7874], [4.4898, -3.6312, -2.9374], [2.1449, -1.6017, 0.9260], [3.1898, -2.1035, 1.8134], [3.6649, -3.5054, 1.5312], [4.2861, -1.0756, 1.8512], [2.5059, -2.1012, 3.1505], [0.9741, -5.5277, -1.3249], [1.4820, -4.6462, 0.0028], [2.2213, -4.2666, -1.5616], [-1.2184, -4.7064, -0.2564], [-1.7628, -3.1102, -0.1212], [-0.3498, -3.5470, 0.8761], [-1.0271, -4.5916, -2.7278], [-0.0037, -3.4634, -3.5322], [-1.3678, -2.8508, -2.6328], [5.5556, -0.7405, -1.6743], [6.3700, -1.5631, -2.9815], [6.1087, -2.3615, -1.4668], [4.0346, -0.3861, -3.8007], [2.6759, -1.4892, -3.7830], [4.1397, -1.9132, -4.6984], [4.8534, -4.2013, -2.0723], [5.2201, -3.7365, -3.8148], [3.5531, -4.1214, -3.1832], [4.0549, -3.6406, 0.5352], [2.7911, -4.2018, 1.6449], [4.5018, -3.7591, 2.2190], [4.8880, -0.9214, 0.9263], [5.0130, -1.3147, 2.5557], [3.9746, -0.0195, 2.0947], [1.7106, -2.8212, 3.1512], [2.1668, -1.1347, 3.3668], [3.1960, -2.5078, 3.9248], [-2.4151, -1.5454, 3.4140], [-1.1248, -1.2230, 3.0160], [-0.8266, -0.6998, 1.7694], [-1.8233, -0.5330, 0.8541], [-3.1371, -0.8154, 1.1881], [-3.4423, -1.3411, 2.4408], [-1.4553, -0.2394, -0.4980], [-2.2042, -0.7132, -1.4020], [-1.8195, -0.2577, -2.7080], [-2.5086, -0.8070, -3.7479], [-2.2155, -0.4152, -5.0575], [-1.3079, 0.6274, -5.1975], [-0.6527, 1.1538, -4.1379], [-0.8797, 0.6679, -2.8970], [-2.5410, -2.0175, 4.3981], [-0.3257, -1.3635, 3.7182], [0.2513, -0.5798, 1.5498], [-3.9563, -0.6519, 0.4277], [-4.3749, -1.8180, 2.6170], [-3.1785, -1.5584, -3.4508], [-2.7339, -0.8905, -5.9079], [-1.1355, 1.0448, -6.1639], [0.0368, 1.9859, -4.2039], [0.3444, 3.3115, -2.1710], [-0.4384, 4.0845, -2.5861], [-1.4318, 4.9746, -2.9569], [-1.9750, 4.8492, -4.2467], [-2.3999, 4.6352, -5.2894], [-1.8459, 5.7862, -1.8621], [-2.2766, 6.3675, -0.9486]], "lowdin_charge": [1.067, 0.182, -0.177, -0.225, -0.004, 0.002, -0.197, -0.005, -0.013, -0.047, -0.208, 0.042, -0.045, -0.140, -0.099, -0.246, 0.025, -0.016, -0.142, -0.040, 0.132, 0.139, 0.125, 0.127, 0.146, 0.105, 0.088, 0.123, 0.110, 0.105, -0.020, -0.493, -0.014, -0.009, -0.190, -0.094, 0.464, -0.184, -0.596, -0.034, -0.028, -0.038, -0.171, -0.629, -0.017, -0.026, -0.038, 0.110, 0.079, 0.048, 0.100, 0.066, 0.084, 0.092, 0.095, 0.021, 0.075, 0.123, 0.075, 0.079, 0.062, 0.101, 0.088, 0.125, 0.072, 0.068, 0.097, 0.112, 0.095, 0.065, 0.101, 0.079, 0.062, 0.117, -0.025, -0.060, -0.040, -0.286, -0.024, -0.043, 0.008, 0.175, -0.338, 0.009, 0.030, -0.018, -0.075, 0.026, 0.121, 0.099, 0.103, 0.139, 0.099, 0.115, 0.140, 0.122, 0.118, 0.056, -0.168, -0.248, -0.228, 0.157, -0.209, 0.157], "homo_lumo_gap_ev": [5.9, 5.9], "charge": 1, "e_homo_ev": [-10.7945, -10.7951]}



Short version: a is the most stable of them.



--- a ---
{"formula": "C4H8ClN", "method": "ωB97M-V/def2-TZVPD", "symbols": ["C", "C", "C", "C", "H", "H", "H", "H", "H", "H", "H", "H", "N", "Cl"], "coordinates": [[-0.6676, 0.1462, -0.1286], [0.5471, -0.3563, -0.8716], [-1.9658, -0.5672, -0.4173], [-1.2994, -0.7258, 0.9705], [-1.0876, 2.0412, -0.7570], [-0.1942, 2.0148, 0.6498], [0.3613, -1.4236, -1.0188], [0.7787, 0.1086, -1.7815], [-1.7878, -1.3786, -1.1633], [-2.8837, -0.0391, -0.5553], [-1.7603, -0.2186, 1.7885], [-0.8838, -1.6921, 1.2030], [-0.8820, 1.5478, 0.1012], [1.9968, -0.0723, 0.2122]], "lowdin_charge": [-0.630, -0.467, -0.085, -0.056, 0.083, 0.060, 0.081, 0.054, 0.106, 0.089, 0.090, 0.092, 0.070, 0.512], "smiles": "NC1(CCl)CC1", "homo_lumo_gap_ev": 10.5, "charge": 0, "e_homo_ev": -9.4392}



--- b ---
{"formula": "C4H8ClN", "method": "ωB97M-V/def2-TZVPD", "symbols": ["C", "C", "C", "C", "H", "H", "H", "H", "H", "H", "H", "H", "N", "Cl"], "coordinates": [[-0.9984, 1.2044, -0.0606], [-0.5598, -0.1804, 0.4618], [0.9297, -0.5246, 0.4052], [1.8463, 0.2492, -0.1233], [-0.6129, 1.2229, -1.0814], [-0.3931, 2.0117, 0.5022], [-2.0930, 1.4738, 0.0883], [-0.9311, -0.4113, 1.4420], [-1.2498, -2.0738, 0.0178], [-0.9049, -1.3037, -1.3380], [1.1019, -1.5199, 0.7820], [1.6020, 1.1441, -0.6409], [-1.2825, -1.1500, -0.4032], [3.5454, -0.1425, -0.0518]], "lowdin_charge": [-0.083, -0.438, -0.163, -0.572, 0.065, 0.097, 0.096, 0.122, 0.062, 0.076, 0.103, 0.051, 0.005, 0.580], "smiles": "C[C@@H](N)/C=C/Cl", "homo_lumo_gap_ev": 10.1, "charge": 0, "e_homo_ev": -9.0668}



--- c ---
{"formula": "C4H8ClN", "method": "ωB97M-V/def2-TZVPD", "symbols": ["C", "C", "C", "C", "N", "Cl", "H", "H", "H", "H", "H", "H", "H", "H"], "coordinates": [[0.2246, 0.4792, 0.0354], [-1.9316, -0.6409, -0.9964], [2.5315, 0.1863, 0.6667], [-1.2053, -0.2939, 0.2711], [1.1912, -0.1677, 0.4932], [-2.1202, 1.0134, 1.1391], [0.2325, 1.5698, -0.4533], [-3.0612, -0.6428, -0.8986], [-1.6026, -1.5554, -1.5710], [-1.9155, 0.1456, -1.8270], [2.6645, 1.1510, 0.2730], [3.2611, -0.4164, 0.1789], [2.8236, 0.1616, 1.6564], [-1.0927, -0.9898, 1.0325]], "lowdin_charge": [-0.202, -0.174, -0.132, -0.656, -0.046, 0.549, 0.152, 0.077, 0.090, 0.090, 0.060, 0.077, 0.061, 0.053], "smiles": "C/N=C/[C@H](C)Cl", "homo_lumo_gap_ev": 10.2, "charge": 0, "e_homo_ev": -9.1631}



Short version: a is the most stable of them.



--- a ---
{"formula": "C4H8ClN", "method": "ωB97M-V/def2-TZVPD", "symbols": ["C", "C", "C", "C", "H", "H", "H", "H", "H", "H", "H", "H", "N", "Cl"], "coordinates": [[2.0308, 0.0017, -0.5957], [-0.5128, 0.4190, -0.3564], [-1.3546, -0.9100, -0.0670], [-1.5189, 0.4036, 0.6170], [2.9869, 0.6890, -0.4642], [2.0822, -1.1090, -0.1974], [1.5414, -0.1102, -1.5919], [0.8445, 0.7021, 1.2877], [-0.7126, 0.6386, -1.4427], [-2.2243, -1.1729, -0.6791], [-0.7712, -1.5704, 0.4549], [-2.4355, 0.8855, 0.5519], [0.8456, 0.5606, 0.2074], [-0.8016, 0.5725, 2.2754]], "lowdin_charge": [-0.102, -0.356, -0.077, -0.601, 0.102, 0.091, 0.060, 0.020, 0.149, 0.105, 0.060, 0.082, -0.187, 0.653], "smiles": "CN[C@H]1C[C@H]1Cl", "homo_lumo_gap_ev": 8.9, "charge": 0, "e_homo_ev": -7.8840}



--- b ---
{"formula": "C4H8ClN", "method": "ωB97M-V/def2-TZVPD", "symbols": ["C", "C", "C", "C", "H", "H", "H", "H", "H", "H", "H", "H", "N", "Cl"], "coordinates": [[-0.9336, 0.9653, 0.2884], [0.5743, 0.8052, 0.3483], [1.2190, -0.4715, 0.9690], [1.3389, 0.4211, -0.9391], [-1.2794, 1.3035, 1.2672], [-1.2528, 1.6940, -0.4540], [1.0329, 1.6754, 0.8031], [1.9087, -0.3384, 1.8401], [0.5799, -1.3240, 1.3379], [2.8869, -0.7136, -0.2815], [2.1091, 1.1410, -1.2184], [0.6765, 0.1836, -1.7966], [1.8843, -0.7985, -0.3463], [-1.9437, -0.4913, -0.1808]], "lowdin_charge": [-0.514, -0.335, -0.175, -0.206, 0.071, 0.064, 0.128, 0.107, 0.102, 0.084, 0.107, 0.109, -0.046, 0.503], "smiles": "ClCC1CNC1", "homo_lumo_gap_ev": 9.9, "charge": 0, "e_homo_ev": -8.9669}



Short version: b is the most stable of them.